(1)
Formula: C5H14
Source: the Open Molecules 2025 dataset
Level of theory: the ωB97M-V functional and the def2-TZVPD basis

Calculated values
molar mass: 74.17 g mol⁻¹
HOMO (alpha / beta): -15.14 / -15.13 eV
LUMO (alpha / beta): -3.1 / -9.8 eV
multiplicity: 2
charge: +1
ΔE to the lowest compared entry with this formula, charge and spin: 0.300 eV
total energy: -198.4759 Eh
frontier orbital gap (alpha / beta): 0.44279 / 0.19544 Ha

Each line ends with the Mulliken charge.
Element x y z (Å)
C: 1.038506 -0.938912 -1.055527  -0.200
C: -0.397321 -0.674477 -1.147361  -0.347
C: 1.091139 -2.481742 -0.297719  -0.949
H: 1.512882 -0.284421 -0.328244  0.345
H: 1.502229 -1.129495 -2.017525  0.373
H: -0.718601 -0.687985 -2.185450  0.445
H: -0.982372 -1.584382 -0.806449  0.412
H: 2.157492 -2.652327 -0.476719  0.317
H: -0.712006 0.039328 -0.382087  -0.256
H: 0.443419 -3.193192 -0.790951  0.445
H: 0.782469 -2.328201 0.729362  0.399
C: -1.579476 1.948400 1.065089  -0.910
C: -0.067414 2.103436 1.264458  -0.841
H: -1.892738 2.602608 0.248923  0.281
H: -1.983962 0.989758 0.787613  0.296
H: -2.175468 2.200487 1.940470  0.342
H: 0.411122 2.434446 0.345520  0.284
H: 0.062379 2.905474 1.992572  0.338
H: 0.402710 1.237761 1.718073  0.228

Force components x, y, z for each atom (eV/Å):
-0.24 0.74 -0.24
-0.07 -1.55 0.81
-0.31 -0.27 0.31
0.63 -0.22 -0.29
0.50 0.16 0.20
-0.24 0.44 -0.25
-0.23 0.34 -0.09
-0.05 0.06 0.03
-0.20 0.31 -0.33
0.10 -0.09 -0.23
0.16 0.10 0.06
-0.36 0.58 -0.36
-0.76 0.35 0.51
-0.12 0.17 0.20
0.26 -0.81 -0.16
0.23 0.21 0.12
0.25 -0.28 -0.02
0.24 0.04 -0.13
0.22 -0.27 -0.14

(2)
Formula: C24H23CaN3S4Se
Source: the Open Molecules 2025 dataset
Level of theory: the ωB97M-V functional and the def2-TZVPD basis

Calculated values
molar mass: 600.78 g mol⁻¹
HOMO: -7.02 eV
LUMO: 0.3 eV
ΔE to the lowest compared entry with this formula, charge and spin: 0.000 eV
total energy: -5764.5889 Eh
frontier orbital gap: 0.26920 Ha

Each line ends with the Mulliken charge.
Element x y z (Å)
Ca: 0.385393 -0.294679 0.381377  0.670
S: -2.381830 -0.024165 0.221236  -0.214
C: -3.006768 -0.155977 1.848730  0.437
C: -4.371418 -0.459790 2.019303  -0.697
C: -4.951593 -0.597119 3.264389  -0.589
C: -4.194916 -0.432080 4.421634  -0.701
C: -2.856251 -0.113759 4.292324  -0.289
C: -2.266425 0.031420 3.035004  -0.221
S: -0.522196 0.390545 3.048693  -0.112
C: -0.465528 2.197988 2.847582  -0.816
C: -0.752212 2.728387 1.469921  0.825
C: -1.757335 3.662195 1.274137  -0.684
C: -1.963281 4.155256 -0.002971  -0.568
C: -1.148091 3.719824 -1.031209  -0.737
C: -0.157520 2.787110 -0.753358  0.741
C: 0.740419 2.260428 -1.831250  -0.936
S: 0.195882 0.582689 -2.332441  -0.206
C: 1.697328 -0.075548 -3.019787  0.501
C: 1.681151 -0.340357 -4.389844  -0.626
C: 2.781690 -0.893118 -5.016386  -0.619
C: 3.914037 -1.166152 -4.255085  -0.481
C: 3.934297 -0.897519 -2.901276  -0.632
C: 2.826605 -0.355041 -2.229415  0.398
S: 2.967054 -0.041287 -0.505172  -0.416
N: 0.022879 2.291045 0.475344  -0.279
H: -4.966816 -0.588082 1.124241  0.481
H: -6.006858 -0.832893 3.336915  0.388
H: -4.642254 -0.540859 5.400340  0.392
H: -2.240171 0.023065 5.172568  0.419
H: 0.554324 2.466546 3.130243  0.405
H: -1.144821 2.631550 3.579538  0.379
H: -2.373549 3.980256 2.103749  0.368
H: -2.752879 4.870470 -0.193400  0.420
H: -1.275522 4.083461 -2.041659  0.409
H: 1.754445 2.148580 -1.445388  0.429
H: 0.727313 2.902628 -2.709119  0.459
H: 0.788034 -0.103238 -4.954820  0.379
H: 2.761627 -1.101110 -6.077700  0.371
H: 4.790817 -1.594499 -4.725184  0.367
H: 4.817284 -1.114042 -2.314530  0.409
C: -2.109354 -3.479151 2.745283  -0.929
N: -2.435217 -3.445893 1.330595  0.415
C: -3.709765 -3.488920 0.807345  -0.471
C: -3.589096 -3.403702 -0.531890  -0.544
N: -2.242003 -3.320461 -0.811551  0.272
C: -1.678269 -3.067485 -2.124685  -0.989
C: -1.537383 -3.329290 0.334740  -0.153
Se: 0.318606 -3.247034 0.499151  -0.329
H: -2.999870 -3.202205 3.305604  0.280
H: -1.320162 -2.758616 2.942689  0.323
H: -1.765154 -4.470643 3.035522  0.335
H: -4.579004 -3.556041 1.435378  0.523
H: -4.333822 -3.376674 -1.305984  0.422
H: -2.375320 -3.431422 -2.875555  0.317
H: -0.725712 -3.582574 -2.213962  0.371
H: -1.524119 -1.995216 -2.256153  0.330

Force components x, y, z for each atom (eV/Å):
0.08 0.03 -0.02
-0.04 -0.05 0.05
0.04 0.05 -0.01
-0.02 -0.01 0.00
0.00 0.00 0.00
0.01 0.01 -0.01
-0.03 -0.01 0.02
0.01 0.00 -0.03
-0.01 -0.01 -0.06
-0.01 0.01 0.05
-0.03 0.01 0.02
0.01 -0.01 -0.03
0.00 0.00 0.00
0.00 0.02 0.00
-0.05 -0.02 0.06
0.03 -0.03 -0.06
0.03 0.05 -0.01
-0.08 0.01 -0.03
0.02 0.00 -0.01
-0.01 0.01 0.02
0.01 -0.01 -0.02
0.01 0.00 0.01
0.05 0.01 0.12
-0.04 -0.03 -0.07
0.00 -0.05 -0.01
0.00 0.00 0.01
0.00 0.00 0.00
0.00 0.00 0.00
0.00 0.00 0.00
0.01 -0.01 0.00
0.01 0.02 0.00
0.00 -0.01 0.01
0.00 0.00 0.00
0.00 0.00 0.00
0.01 0.02 -0.02
0.00 0.02 0.01
0.00 0.00 0.00
0.00 0.00 0.00
0.00 0.00 0.01
0.00 0.00 -0.01
-0.02 0.02 -0.03
0.01 0.01 0.03
-0.02 -0.03 -0.03
-0.01 0.03 0.03
0.02 -0.03 -0.03
-0.02 0.01 0.03
0.06 0.00 0.00
-0.07 0.02 0.02
0.01 0.00 0.01
0.02 -0.01 0.01
-0.01 0.00 0.01
0.00 0.00 0.00
0.00 0.00 0.00
0.01 0.00 -0.01
0.00 0.00 0.00
0.00 0.00 0.00

(3)
Formula: C3H4NO2P
Source: the Open Molecules 2025 dataset
Level of theory: the ωB97M-V functional and the def2-TZVPD basis

Calculated values
molar mass: 117.04 g mol⁻¹
HOMO (alpha / beta): -7.35 / -7.04 eV
LUMO (alpha / beta): 0.6 / -0.2 eV
ΔE to the lowest compared entry with this formula, charge and spin: 1.641 eV
total energy: -663.2024 Eh
frontier orbital gap (alpha / beta): 0.29046 / 0.25051 Ha

Each line ends with the Mulliken charge.
Element x y z (Å)
C: -0.979288 -0.200261 -0.693991  0.465
C: -1.600453 1.369908 0.184876  0.614
C: 0.286299 -0.899945 -0.474253  -1.014
N: -0.914986 1.968309 1.020945  -0.587
O: -1.946132 -0.490886 -1.477392  -0.292
O: -2.777974 1.498593 -0.382430  -0.349
P: -3.305018 0.411530 -1.552205  0.012
H: 1.082738 -0.432976 -1.059675  0.263
H: 0.206343 -1.947188 -0.764390  0.340
H: 0.563129 -0.817453 0.574635  0.286
H: -1.317558 2.804338 1.432233  0.261

Force components x, y, z for each atom (eV/Å):
-1.51 4.49 2.81
2.13 -4.69 -2.56
-0.06 -0.17 -0.33
0.27 0.48 0.56
0.65 -1.00 -0.41
-0.50 0.69 0.25
-0.91 0.29 -0.30
0.09 -0.02 -0.02
0.05 -0.06 0.02
-0.01 0.00 0.06
-0.20 0.02 -0.08

(4)
Formula: C31H44BrN3OP2Re
Source: the Open Molecules 2025 dataset
Level of theory: the ωB97M-V functional and the def2-TZVPD basis

Calculated values
molar mass: 802.77 g mol⁻¹
HOMO (alpha / beta): -18.86 / -18.86 eV
LUMO (alpha / beta): -13.1 / -14.6 eV
multiplicity: 4
charge: +4
total energy: -4780.2840 Eh
frontier orbital gap (alpha / beta): 0.20994 / 0.15496 Ha

Each line ends with the Mulliken charge.
Element x y z (Å)
C: -3.151658 -4.584097 0.840694  -0.151
C: -3.331317 -3.986440 -0.431134  0.339
C: -4.636622 -3.605036 -0.798058  -0.174
C: -5.698332 -3.924241 0.063439  -0.446
N: -5.515754 -4.515136 1.243017  0.093
C: -4.284760 -4.839841 1.624857  -0.533
C: -2.177914 -3.784151 -1.255689  -1.070
C: -1.092190 -3.657537 -1.782777  0.787
C: 0.067597 -2.908556 -2.220210  -0.132
C: 0.679160 -1.899660 -1.405953  0.666
C: 2.477715 -1.774976 -1.105993  -0.961
C: 1.799805 -1.317414 -2.297616  0.683
C: 1.623428 -1.805383 -3.614898  -0.941
C: 0.671898 -2.850214 -3.511309  -0.741
Re: 1.374859 -0.237509 -0.772355  2.046
P: -0.593014 0.449069 1.031944  0.698
H: -4.841506 -3.065314 -1.722184  0.518
H: -2.160283 -4.845779 1.214715  0.555
H: -6.731670 -3.698288 -0.199456  0.437
H: -4.189714 -5.328617 2.595827  0.435
H: 0.326437 -3.479858 -4.301469  0.600
H: 1.353766 0.988819 -2.021805  -0.246
H: 2.056868 -1.322195 -4.489818  0.557
H: 3.285980 -2.424513 -0.775248  0.602
C: -0.316577 1.985243 2.058143  -1.096
C: -1.467556 2.577361 2.896535  -1.347
H: 0.036523 2.726167 1.323098  0.534
H: 0.540022 1.772947 2.718844  0.643
H: -1.103648 3.472140 3.434810  0.415
H: -2.323152 2.900886 2.283849  0.305
H: -1.826748 1.872482 3.662414  0.305
C: -2.417959 0.451254 0.668115  -0.325
C: -3.380570 -0.457926 1.496040  -1.274
H: -2.447162 0.106922 -0.385677  0.305
H: -2.807241 1.489935 0.679253  0.548
H: -4.371204 -0.463228 0.996335  0.440
H: -3.018360 -1.501130 1.518332  0.225
H: -3.534114 -0.099378 2.537619  0.226
C: -0.554516 -0.862154 2.359973  0.255
C: -1.008467 -0.584353 3.809079  -1.559
H: 0.498528 -1.158835 2.402618  0.072
H: -1.102902 -1.720551 1.934984  0.263
H: -0.848272 -1.523230 4.373097  0.469
H: -0.402096 0.196018 4.300475  0.350
H: -2.077051 -0.328393 3.898701  0.210
Br: 3.211871 1.660042 -1.613319  -0.148
P: -0.141931 2.396113 -2.241297  1.060
C: -1.568205 3.097278 -1.320644  -0.299
C: -1.873534 4.495410 -1.850889  -1.313
H: -1.283317 3.095696 -0.246955  0.011
H: -2.422353 2.402307 -1.449882  0.450
H: -2.731442 4.894117 -1.301778  0.453
H: -1.021036 5.165509 -1.692172  0.335
H: -2.103956 4.472849 -2.924849  0.324
C: 0.912990 3.851184 -2.573117  -0.515
C: 1.233810 3.960748 -4.063978  -1.362
H: 1.785496 3.559093 -1.972860  0.278
H: 0.561970 4.811121 -2.147097  0.540
H: 2.164239 4.530283 -4.231459  0.435
H: 1.352963 2.953671 -4.503279  0.304
H: 0.444178 4.498195 -4.626854  0.319
C: -0.912112 1.510661 -3.663813  -0.421
C: -1.880354 2.385219 -4.437719  -1.366
H: -1.445851 0.659077 -3.193426  0.359
H: -0.134693 1.065983 -4.301255  0.477
H: -2.157140 1.845201 -5.349212  0.446
H: -2.796578 2.566426 -3.856987  0.358
H: -1.438238 3.346960 -4.729053  0.243
N: 5.229020 1.658796 4.387800  -0.418
C: 3.972530 1.708362 3.795867  0.277
O: 3.127823 2.567755 4.060012  -0.557
C: 3.635119 0.554076 2.889981  0.157
C: 4.047305 -0.740865 3.210041  -0.398
C: 3.471168 -1.802801 2.514718  -1.410
C: 2.467065 -1.552803 1.614464  -0.579
N: 2.240371 -0.285152 1.174480  -0.350
C: 2.747826 0.774732 1.825256  -0.499
H: 5.514254 2.563318 4.740549  0.294
H: 5.965783 1.069640 4.007643  0.229
H: 4.811586 -0.895715 3.984542  0.541
H: 3.828365 -2.814344 2.631829  0.488
H: 1.974122 -2.417063 1.178985  1.007
H: 2.546066 1.783779 1.490576  0.662

Force components x, y, z for each atom (eV/Å):
-0.77 0.30 -0.54
-0.63 -0.33 0.72
0.34 -0.37 0.57
-1.82 0.19 0.10
3.46 0.92 -2.75
-0.23 -0.88 1.74
0.50 -0.20 0.01
0.19 1.51 0.07
0.21 -0.30 -0.13
-0.13 -1.28 -0.34
-0.44 0.05 -2.68
1.65 -2.67 -0.52
-1.16 -1.21 -0.64
0.11 0.88 -0.10
-1.58 6.40 5.35
-1.00 -0.39 2.15
-0.15 -0.34 0.21
-0.46 -0.11 -0.03
0.09 0.06 -0.12
0.06 0.03 -0.09
-0.02 -0.19 -0.60
-0.82 1.08 -0.45
0.15 -0.74 0.02
-0.32 -0.12 -0.21
0.74 0.41 -0.60
-0.31 -0.16 0.06
0.06 0.09 0.42
-0.21 0.05 -0.24
-0.01 -0.44 -0.34
0.28 -0.13 0.19
0.11 0.33 -0.40
-0.47 -0.11 -1.12
0.07 0.13 0.04
-0.33 0.22 0.32
0.40 -0.58 -0.02
0.57 0.13 0.25
-0.26 0.47 0.08
0.14 -0.23 -0.85
0.65 -0.48 -0.45
-0.12 -0.03 0.09
-0.50 -0.11 0.22
0.30 0.23 0.19
-0.07 0.48 -0.22
-0.28 -0.33 -0.26
0.61 -0.08 -0.02
-0.09 -1.38 0.92
-0.98 0.07 -0.56
0.10 -1.10 0.95
0.03 0.40 -0.10
-0.40 0.26 -0.54
0.45 0.35 0.10
0.05 -0.06 -0.15
-0.75 -0.05 0.09
-0.01 0.16 0.45
0.68 -0.44 0.11
0.23 0.10 -0.71
0.20 0.45 -0.37
-0.01 -0.99 -0.16
-0.34 -0.33 0.19
0.12 0.54 -0.03
0.36 -0.38 0.42
0.59 -0.46 0.46
-0.40 0.24 -0.26
0.25 0.33 -0.10
-0.09 0.27 0.15
-0.03 0.19 0.10
0.28 0.00 -0.28
-0.19 -0.35 -0.02
-1.32 0.26 -1.15
0.69 1.16 1.27
1.04 -1.42 -0.96
-0.60 -0.11 0.49
0.19 0.51 -0.30
0.08 0.01 0.27
1.46 0.01 0.19
-0.17 0.18 -0.34
1.08 -0.93 0.54
0.17 -0.17 0.38
-0.27 0.36 0.10
-0.45 -0.05 -0.37
-0.25 -0.17 0.42
-0.18 0.51 -0.18
-0.13 -0.11 -0.09

(5)
Formula: C16H26N2O8
Source: the Open Molecules 2025 dataset
Level of theory: the ωB97M-V functional and the def2-TZVPD basis

Calculated values
molar mass: 374.39 g mol⁻¹
HOMO: -9.35 eV
SMILES string: CCOC(=O)CON1C(=O)C(C)(C)N(OCC(=O)OCC)C(=O)C1(C)C
LUMO: 0.7 eV
ΔE to the lowest compared entry with this formula, charge and spin: 0.064 eV
total energy: -1336.6464 Eh
frontier orbital gap: 0.36983 Ha

Each line ends with the Mulliken charge.
Element x y z (Å)
C: -4.578355 -1.300864 1.456499  -0.966
C: -5.120542 0.010427 0.907132  -0.262
O: -4.060167 0.901972 0.543094  -0.365
C: -3.481931 0.710122 -0.638210  0.806
O: -3.783701 -0.153378 -1.417901  -0.608
C: -2.395402 1.756841 -0.870964  -0.409
O: -1.229642 1.245893 -1.481381  -0.353
N: -0.499132 0.325590 -0.694655  1.191
C: -0.010365 0.755366 0.481535  -0.431
O: -0.196886 1.875384 0.915586  -0.731
C: 0.687246 -0.326806 1.313869  1.432
C: -0.395898 -1.142102 2.039356  -1.500
C: 1.589003 0.340703 2.350838  -1.411
N: 1.458396 -1.186614 0.435359  0.557
O: 2.619803 -1.724623 1.002255  -0.395
C: 3.813114 -1.463125 0.284477  -0.376
C: 4.121579 0.000215 -0.022858  0.511
O: 5.181922 0.512727 0.215225  -0.603
O: 3.109621 0.608361 -0.642469  -0.123
C: 3.313519 1.966057 -1.060824  -0.458
C: 3.015496 2.963255 0.047830  -1.040
C: 1.119185 -1.560948 -0.808862  -0.017
O: 1.738466 -2.398893 -1.433099  -0.705
C: -0.082290 -0.851669 -1.445404  1.338
C: 0.370250 -0.410444 -2.844011  -1.688
C: -1.219533 -1.871322 -1.571938  -1.792
H: -5.402631 -1.918324 1.800776  0.422
H: -3.905436 -1.110528 2.289175  0.206
H: -4.041625 -1.837274 0.677848  0.237
H: -5.692257 0.550234 1.663713  0.323
H: -5.743543 -0.175532 0.026538  0.317
H: -2.764505 2.479955 -1.603923  0.314
H: -2.170041 2.270115 0.069131  0.272
H: 0.073259 -1.939437 2.611099  0.479
H: -0.944470 -0.493651 2.717920  0.418
H: -1.095366 -1.582805 1.334478  -0.018
H: 1.017621 1.111067 2.861466  0.419
H: 1.941056 -0.390919 3.072047  0.373
H: 2.445780 0.811040 1.879308  0.122
H: 4.599975 -1.861025 0.927362  0.331
H: 3.802382 -2.005965 -0.672038  0.304
H: 2.629891 2.103426 -1.900976  0.312
H: 4.349070 2.069279 -1.399832  0.483
H: 3.705325 2.821310 0.876690  0.307
H: 3.142147 3.970206 -0.339350  0.443
H: 1.994034 2.851106 0.403579  0.154
H: -0.476867 -0.047519 -3.417369  0.449
H: 0.817840 -1.261103 -3.349874  0.424
H: 1.111320 0.380767 -2.763557  0.193
H: -0.874857 -2.705866 -2.175918  0.436
H: -2.082749 -1.415811 -2.049863  0.464
H: -1.519129 -2.254880 -0.598886  0.214

Force components x, y, z for each atom (eV/Å):
0.03 0.36 -0.19
-0.32 -0.42 -0.02
0.09 0.26 0.28
0.35 0.04 -0.26
-0.11 -0.01 -0.02
-0.23 0.11 0.47
0.69 -0.39 -0.04
-0.77 0.34 -0.13
0.19 0.11 0.18
-0.01 0.16 0.13
-0.06 0.08 0.53
0.06 0.11 -0.05
-0.07 0.01 -0.14
0.56 -0.15 0.00
-0.89 -0.07 0.16
0.35 0.09 -0.56
0.12 -0.32 0.27
0.07 0.06 0.00
-0.25 -0.06 -0.09
0.28 0.55 -0.07
0.02 -0.39 -0.13
0.07 0.03 0.18
-0.02 -0.17 -0.22
-0.18 -0.36 -0.59
0.03 -0.06 0.04
0.09 0.02 -0.07
-0.09 -0.09 0.06
0.04 -0.02 0.10
0.03 -0.07 -0.03
0.05 -0.04 -0.13
0.04 0.09 0.16
-0.02 -0.09 0.10
-0.02 -0.11 -0.26
0.05 -0.05 0.05
-0.08 0.05 0.09
-0.07 -0.04 -0.04
-0.03 -0.01 -0.01
0.01 -0.05 0.00
0.06 0.09 0.01
-0.11 0.16 -0.09
0.02 0.11 0.23
0.09 -0.05 0.06
-0.20 -0.02 -0.04
0.05 0.03 0.06
0.02 0.13 -0.04
-0.06 0.04 0.03
-0.05 0.02 0.00
-0.01 -0.02 0.02
0.09 0.08 -0.03
0.06 -0.08 -0.03
0.05 0.03 0.00
-0.05 -0.03 0.06